[1]
2 unconnected molecules or ions with the total composition C22H18N2O3 in a non-equilibrium geometry. Source: OMol25; level of theory: ωB97M-V with the def2-TZVPD basis set.

XYZ file:
```
45
Properties=species:S:1:pos:R:3:mulliken_charge:R:1
C 5.22321 -0.16813 -0.73283 -0.88
N 3.84402 -0.62513 -0.75497 0.19
C 2.74543 0.17569 -0.75890 -0.92
C 1.57191 -0.62002 -0.68181 0.38
C 0.29468 -0.11618 -0.47137 0.07
C -0.91406 -0.85339 -0.66804 0.59
C -1.06425 -1.82893 -1.69354 -0.66
C -2.23602 -2.57541 -1.79624 -0.43
C -3.28660 -2.37370 -0.88810 -0.38
C -3.17591 -1.37780 0.09534 -0.67
C -2.02403 -0.60880 0.18218 -0.25
C 2.04111 -2.01905 -0.67527 0.60
C 1.44505 -3.25283 -0.45246 -0.02
C 2.25105 -4.40132 -0.34337 -0.89
C 3.65200 -4.31618 -0.37826 -0.64
C 4.27834 -3.07484 -0.56612 -0.87
C 3.45673 -1.96864 -0.72337 0.47
H 5.88081 -1.02241 -0.56052 0.27
H 5.50465 0.30187 -1.68440 0.33
H 5.36962 0.56573 0.06994 0.35
H 2.81254 1.25863 -0.76377 0.50
H 0.21398 0.89681 -0.08038 0.35
H -0.24216 -1.98424 -2.39706 0.54
H -2.32653 -3.32792 -2.58250 0.40
H -4.19354 -2.97794 -0.95321 0.39
H -3.99463 -1.19795 0.79437 0.42
H -1.91400 0.17928 0.93287 0.40
H 0.36318 -3.32421 -0.36424 0.39
H 1.78311 -5.38011 -0.22167 0.38
H 4.26705 -5.20905 -0.25440 0.37
H 5.35881 -2.95954 -0.58392 0.24
O -3.94374 3.51068 -1.37366 -0.61
N -4.15113 4.14279 -0.31593 0.97
O -5.14254 4.88191 -0.14444 -0.61
C -3.20307 4.00704 0.75820 -0.10
C -3.43151 4.68359 1.97119 -0.51
C -2.50458 4.52518 3.01540 -0.29
C -1.39558 3.71369 2.87080 -0.65
C -1.18370 2.90187 1.66767 0.17
O -0.30890 2.00530 1.59450 -0.83
C -2.10580 3.17969 0.58395 -0.15
H -4.31367 5.31375 2.06823 0.42
H -2.67018 5.05685 3.95465 0.32
H -0.66509 3.59366 3.66967 0.37
H -1.96610 2.66974 -0.36421 0.47
```

Results
Orbital gap = 3.73 eV
Strongest force on any atom = 2.3 eV Å⁻¹
E_LUMO = -2.38 eV


[2]
2 unconnected molecules or ions with the total composition C5H14 in a non-equilibrium geometry. Source: OMol25; level of theory: ωB97M-V with the def2-TZVPD basis set.

XYZ file:
```
19
Properties=species:S:1:pos:R:3:mulliken_charge:R:1
C 0.42583 -1.18253 -2.05171 -0.12
C -0.08079 0.18910 -2.48366 -1.33
C 0.16345 -1.25504 -0.59048 -0.69
H 1.53879 -1.08953 -2.17898 0.20
H 0.07371 -2.10180 -2.63822 0.27
H 0.23474 1.03156 -1.80037 0.28
H -0.02155 0.39178 -3.51613 0.41
H -0.41663 -2.11622 -0.24577 0.35
H -0.57207 -0.35363 -0.30989 0.01
H -1.15364 0.23273 -2.52774 0.37
H 0.99499 -1.09385 0.05919 0.22
C -0.92904 1.06096 2.70147 -0.77
C 0.51235 0.98492 2.18136 -0.68
H -1.67225 0.88606 1.79149 0.18
H -1.08733 0.43447 3.59342 0.26
H -1.35487 1.96292 3.16099 0.32
H 0.67478 1.69492 1.38141 0.26
H 0.87073 0.04908 1.77327 0.15
H 1.33979 1.28703 2.91540 0.30
```

Results
Orbital gap = 12.22 eV
SMILES string = CCC.CC
Strongest force on any atom = 4.0 eV Å⁻¹
E_LUMO = 1.14 eV


[3]
12 unconnected molecules or ions with the total composition C43H86O22 in a non-equilibrium geometry. Source: OMol25; level of theory: ωB97M-V with the def2-TZVPD basis set.

XYZ file:
```
151
Properties=species:S:1:pos:R:3:mulliken_charge:R:1
C -1.00618 -5.48893 -2.88363 -0.36
O -0.06687 -5.96686 -1.87984 -0.37
C -0.55061 -6.10847 -0.65400 0.89
O -1.62113 -5.78597 -0.25558 -0.57
O 0.34247 -6.75815 0.10539 -0.39
C -0.01691 -6.86872 1.51600 -0.63
H -0.52776 -5.50140 -3.87417 0.20
H -1.30672 -4.48298 -2.59242 0.00
H -1.81352 -6.21717 -2.79318 0.40
H -0.47542 -5.99660 1.94847 0.21
H 0.95177 -7.14445 1.96833 0.22
H -0.70723 -7.66401 1.66662 0.39
C 2.67324 -3.41618 -2.80895 -0.33
O 2.76237 -2.42506 -3.82653 -0.36
C 1.62994 -2.16168 -4.45901 0.76
O 0.57821 -2.64869 -4.18045 -0.49
O 1.76246 -1.34747 -5.51994 -0.34
C 2.99750 -0.61190 -5.77530 -0.26
H 1.92651 -3.12265 -2.06172 0.03
H 3.65355 -3.39215 -2.36237 0.26
H 2.45757 -4.41445 -3.24020 0.29
H 3.84844 -1.29481 -5.72459 0.36
H 3.07594 0.17614 -5.04093 -0.03
H 2.84643 -0.17790 -6.82258 0.15
C -4.29958 3.43740 0.00799 -0.14
O -5.38941 2.52227 -0.31465 -0.41
C -5.57918 1.43889 0.47261 0.77
O -4.89250 1.04692 1.36771 -0.43
O -6.59122 0.78330 0.01970 -0.39
C -7.37621 1.17815 -1.19825 -0.50
H -4.47776 4.02947 0.92276 0.35
H -4.25536 4.10843 -0.86868 0.27
H -3.41340 2.78066 0.08881 -0.28
H -7.88357 2.12162 -1.12728 0.30
H -8.17975 0.49308 -1.16121 0.28
H -6.70267 1.06406 -2.09417 0.16
C 0.07619 1.45971 -3.23540 0.17
O 0.89785 1.40076 -4.44379 0.08
C 1.05601 2.55573 -4.99067 0.62
O 0.60646 3.59518 -4.49996 -0.69
O 1.56467 2.43471 -6.22751 -0.32
C 1.89711 3.65958 -6.91831 -0.79
H -0.08449 0.39466 -2.99231 -0.60
H -0.85836 2.01036 -3.36244 0.37
H 0.76431 1.87405 -2.57062 0.06
H 2.92298 3.96091 -6.74032 0.26
H 1.24125 4.48616 -6.58262 0.35
H 1.85957 3.40078 -7.95487 0.29
C -0.35368 5.69885 -1.88135 -0.44
O 0.34482 5.28302 -0.70854 -0.22
C -0.43320 5.31739 0.41560 0.92
O -1.65125 5.51825 0.49833 -0.68
O 0.34666 4.90926 1.40629 -0.25
C -0.24761 4.87427 2.78409 -0.58
H -0.32866 6.77746 -1.89041 0.37
H -1.40739 5.32711 -1.92941 0.18
H 0.09961 5.30601 -2.77385 0.01
H 0.60510 4.63902 3.37803 0.19
H -0.89302 4.01631 2.76050 0.13
H -0.70309 5.82346 3.04313 0.38
C -1.93726 0.87788 3.83766 1.03
C -2.99402 -0.31640 3.63529 0.85
C -4.19925 0.13170 4.44573 -0.45
O -3.73864 1.25420 5.29546 -0.51
C -2.34131 1.37337 5.24794 -0.69
H -2.06476 1.61004 3.03657 -0.29
H -0.91536 0.48495 3.76174 -0.38
H -2.56984 -1.34072 3.91078 -0.85
H -3.23216 -0.42144 2.57304 0.15
H -4.67407 -0.73112 4.92895 0.33
H -4.98249 0.60504 3.77543 0.11
H -1.81133 0.76223 5.94196 0.35
H -1.99356 2.39239 5.50299 0.32
C -1.21370 -2.44383 6.24559 -0.28
C -1.37235 -3.60864 5.20513 -0.66
C -0.10798 -3.64727 4.40972 -0.25
O 0.51784 -2.33047 4.61297 -0.13
C 0.27761 -2.04837 5.94893 -0.51
H -1.47402 -2.91506 7.16938 0.47
H -1.89357 -1.65100 6.07892 -0.18
H -2.15619 -3.43199 4.52057 0.24
H -1.64052 -4.49576 5.81354 0.40
H -0.10578 -3.81290 3.33689 0.09
H 0.65946 -4.41287 4.82467 0.23
H 0.54396 -0.99115 6.09628 0.30
H 1.02388 -2.66310 6.48226 0.31
C -3.08331 -2.07035 -2.67750 0.36
C -4.23884 -1.29568 -2.12229 -0.12
C -4.18928 0.01054 -2.87622 -0.34
O -2.96911 0.04822 -3.55548 -0.35
C -2.64760 -1.29935 -3.91254 -0.33
H -3.41390 -3.06490 -2.94406 0.57
H -2.23430 -2.27583 -2.02009 -0.64
H -4.05104 -1.12509 -1.04632 -0.18
H -5.21590 -1.82830 -2.16111 0.51
H -4.38598 0.91224 -2.28761 0.08
H -4.95945 -0.11375 -3.69327 0.30
H -1.54679 -1.41487 -4.09395 -0.15
H -3.28874 -1.53974 -4.73610 0.45
C 3.82551 -2.69722 2.33172 0.03
C 3.89055 -4.19368 1.96960 -0.76
C 4.00968 -4.25751 0.42871 -0.13
O 4.48160 -2.95025 0.05970 -0.53
C 3.78701 -2.02601 0.93130 0.37
H 4.64413 -2.48079 2.97152 0.27
H 2.93199 -2.53904 2.83927 -0.09
H 3.01243 -4.67869 2.31753 0.21
H 4.73135 -4.68513 2.37299 0.32
H 2.96300 -4.38629 -0.02571 -0.14
H 4.65084 -5.03435 0.16492 0.61
H 2.80408 -1.79100 0.60650 -0.19
H 4.26946 -1.04061 0.86194 0.11
C 3.77980 3.48161 -1.20079 -0.21
C 3.51443 4.45890 -2.32755 -0.05
C 4.03692 3.72975 -3.55543 -0.51
O 3.64572 2.40588 -3.32972 -0.29
C 3.80324 2.09794 -1.95478 0.57
H 2.96336 3.52488 -0.51097 -0.10
H 4.69431 3.70897 -0.56445 0.34
H 3.87425 5.43041 -2.19921 0.67
H 2.46868 4.55467 -2.51725 -0.40
H 5.11880 3.76952 -3.80815 0.29
H 3.52002 4.15575 -4.45214 0.06
H 4.68667 1.47893 -1.72683 0.34
H 2.94403 1.62675 -1.56432 -0.63
C 2.51981 0.98065 2.56749 2.09
C 3.95839 1.09138 3.05139 -0.62
C 3.97249 2.40236 3.81622 -0.48
O 2.57313 2.79867 4.01945 -0.51
C 1.72665 1.72218 3.58302 0.46
H 2.22288 -0.11401 2.46411 -0.58
H 2.38554 1.43109 1.56518 -0.84
H 4.60135 1.12634 2.17024 0.31
H 4.26636 0.22242 3.66122 0.16
H 4.51274 3.21768 3.29340 0.28
H 4.38863 2.24283 4.86198 0.25
H 0.91714 2.16662 3.07437 -0.39
H 1.33670 1.09108 4.39589 -0.10
C -1.74994 0.46385 -0.26612 4.33
C -0.98255 -0.66504 0.38454 -0.14
C 0.41366 -0.36128 -0.16150 1.58
O 0.53911 1.08692 -0.13378 -0.46
C -0.84665 1.66949 -0.04977 -0.09
H -2.79056 0.60282 0.14679 -1.34
H -1.81079 0.33622 -1.33660 -1.85
H -1.35224 -1.68463 0.10408 0.30
H -0.87212 -0.62114 1.47011 -0.19
H 0.67469 -0.85556 -1.16986 -0.82
H 1.21032 -0.67341 0.49659 -0.93
H -1.02100 2.43701 -0.79968 0.44
H -0.92118 2.14247 1.01255 -1.02
```

Results
Orbital gap = 9.93 eV
SMILES string = COC(=O)OC.COC(=O)OC.COC(=O)OC.COC(=O)OC.COC(=O)OC.C1CCOC1.C1CCOC1.C1CCOC1.C1CCOC1.C1CCOC1.C1CCOC1.C1CCOC1
Strongest force on any atom = 3.7 eV Å⁻¹
E_LUMO = 0.62 eV


[4]
C4H6O2 in the gas phase in a non-equilibrium geometry. Source: OMol25; level of theory: ωB97M-V with the def2-TZVPD basis set.

XYZ file:
```
12
Properties=species:S:1:pos:R:3:mulliken_charge:R:1
C 1.40307 -0.49741 0.26620 -0.58
C 0.22912 -0.58622 -0.75014 -0.51
C -0.75075 -0.29578 0.38466 -0.03
C 0.34563 0.61021 0.12717 0.45
O -2.04023 0.05908 0.07217 -0.53
O 0.40121 1.95027 0.00215 -0.54
H 1.23749 -1.07217 1.07972 0.15
H 2.41636 -0.24793 0.00780 0.30
H 0.32337 -0.66034 -1.77272 0.38
H -0.73615 -0.82393 1.30006 0.25
H -2.29907 -0.63573 -0.53929 0.33
H -0.53005 2.19994 -0.17779 0.32
```

Results
Orbital gap = 9.59 eV
SMILES string = O[C@H]1[C@@H]2C[C@]12O
Strongest force on any atom = 4.4 eV Å⁻¹
E_LUMO = 0.77 eV


[5]
4 unconnected molecules or ions with the total composition C4H16O4 in a non-equilibrium geometry. Source: OMol25; level of theory: ωB97M-V with the def2-TZVPD basis set.

XYZ file:
```
24
Properties=species:S:1:pos:R:3:mulliken_charge:R:1
C -15.94874 0.48185 -4.09638 -0.53
O -15.38018 1.75677 -4.14548 -0.62
H -15.26702 -0.29023 -3.73966 0.32
H -16.69271 0.49427 -3.29985 0.34
H -16.42850 0.26700 -5.05124 0.17
H -16.14362 2.30326 -3.94522 0.56
C -13.85630 -2.02002 -1.60927 -0.59
O -14.87289 -1.02746 -1.41886 -0.62
H -13.06152 -1.80447 -0.89516 0.29
H -14.25815 -3.03166 -1.55283 0.23
H -13.40276 -2.04947 -2.59999 0.22
H -15.50130 -1.20473 -2.12263 0.31
C -17.40973 3.20513 -3.32660 -0.96
O -17.73327 2.14339 -4.14882 -0.51
H -18.27684 3.74724 -2.94933 0.36
H -16.77568 2.87706 -2.50292 0.32
H -16.88924 4.03425 -3.80592 0.31
H -18.54281 2.44457 -4.56779 0.31
C -15.66580 -2.75263 -3.87439 -0.62
O -16.03157 -2.32780 -2.54291 -0.45
H -14.69829 -2.30355 -4.09881 0.33
H -15.62656 -3.84042 -3.81704 0.30
H -16.37249 -2.24565 -4.53139 0.27
H -16.85268 -2.73495 -2.25726 0.24
```

Results
Orbital gap = 9.38 eV
SMILES string = CO.CO.CO.CO
Strongest force on any atom = 5.3 eV Å⁻¹
E_LUMO = 0.47 eV


[6]
C3H2F3NO in the gas phase in a non-equilibrium geometry. Source: OMol25; level of theory: ωB97M-V with the def2-TZVPD basis set.

XYZ file:
```
10
Properties=species:S:1:pos:R:3:mulliken_charge:R:1
C 0.91648 -1.14514 1.05771 0.67
C -0.28273 0.72890 0.09535 -0.33
C -0.72990 0.35207 -1.26677 0.39
N 0.03741 -1.98111 1.10031 -0.39
O 0.89778 0.14293 0.52692 -0.30
F 2.17045 -1.26779 1.54400 -0.20
F -1.95335 0.60979 -1.66558 -0.23
F 0.09424 0.18423 -2.26885 -0.21
H -0.03153 1.80719 0.08390 0.25
H -1.11885 0.56894 0.79302 0.35
```

Results
Orbital gap (spin up / spin down) = 12.09 / 6.08 eV
Strongest force on any atom = 4.5 eV Å⁻¹
E_LUMO (spin up / spin down) = 0.30 / -2.15 eV